[1]
Below is a structure of composition C34H45BCuN6O2 in a non-equilibrium geometry, with properties calculated with ωB97M-V with the def2-TZVPD basis set.

- Relative energy (zero: lowest compared OMol25 entry of this formula, charge and spin): 6.70 kcal per mole
- Max |F|: 1.115 eV/Å
- Multiplicity: 2

Structure (XYZ):
```
89
Properties=species:S:1:pos:R:3:forces:R:3
Cu 0.1549 0.1990 0.1118 0.29 -0.33 -0.58
N -1.5872 1.1185 3.6397 -0.06 0.05 0.39
C -1.5189 -0.2162 3.9922 -0.02 -0.01 -0.13
C -0.9989 -0.8574 2.9100 -0.02 0.06 -0.07
N -0.7550 0.0623 1.9183 0.20 -0.29 0.35
C -1.1039 1.2323 2.3902 -0.11 0.63 -0.46
C -0.9744 2.4198 1.5310 -0.11 -0.54 0.47
N -0.4078 2.2963 0.3607 0.13 0.17 -0.05
C -0.4545 3.5320 -0.2283 -0.02 -0.03 0.06
C -1.0719 4.4107 0.6130 0.07 -0.09 -0.07
N -1.4010 3.6825 1.7367 -0.09 0.24 0.14
H -1.8649 1.8681 4.2490 -0.04 -0.03 -0.02
H -1.8590 -0.5745 4.9466 0.03 0.02 0.02
H -0.7938 -1.9066 2.7682 0.05 0.01 0.01
H -0.0405 3.7030 -1.2078 0.00 -0.01 0.01
H -1.3014 5.4570 0.5229 0.00 -0.01 0.01
H -1.8836 4.0385 2.5428 0.00 0.00 -0.02
C -1.0634 -3.2113 -0.9329 -0.03 -0.07 0.04
C 0.2754 -3.9524 -0.8409 0.02 0.20 0.09
C 1.2033 -3.5036 -1.9700 0.03 -0.01 -0.01
C 0.7971 -3.8649 0.5920 -0.06 -0.19 -0.05
C 0.1936 -4.7293 1.5098 0.03 -0.01 -0.02
C 0.5619 -4.7568 2.8425 0.02 0.07 -0.03
C 1.5648 -3.9089 3.2891 -0.03 -0.04 -0.01
C 2.1846 -3.0235 2.4167 -0.03 0.06 0.10
C 3.2559 -2.0847 2.9424 -0.01 0.01 0.04
C 4.5160 -2.8557 3.3409 0.00 0.01 0.01
C 2.7431 -1.2355 4.1082 -0.01 0.03 -0.04
C 1.7886 -3.0040 1.0694 0.08 0.07 -0.09
N 2.4131 -2.0555 0.2102 0.15 -0.01 0.05
B 1.9700 -0.7207 -0.0725 -0.33 0.10 0.04
N 3.0798 -0.1320 -0.7720 0.20 -0.18 0.07
C 4.1208 -1.0680 -0.8440 -0.13 0.14 -0.02
C 3.7218 -2.2160 -0.2639 -0.13 0.04 0.12
C 3.2528 1.2420 -1.1086 0.05 -0.14 -0.07
C 3.0015 1.6720 -2.4166 0.01 0.05 -0.05
C 3.1468 3.0281 -2.6974 0.02 0.01 0.01
C 3.5377 3.9263 -1.7156 -0.02 -0.05 0.03
C 3.8025 3.4756 -0.4319 -0.02 0.03 -0.05
C 3.6662 2.1292 -0.1087 -0.10 0.07 0.06
C 3.9710 1.6520 1.2982 -0.05 0.04 0.04
C 3.1841 2.4342 2.3523 -0.04 -0.05 -0.02
C 5.4731 1.7046 1.5793 0.02 -0.03 -0.02
C 2.6415 0.6883 -3.5125 0.00 0.05 -0.02
C 1.6157 1.2403 -4.5014 -0.03 0.04 0.06
C 3.9124 0.2485 -4.2493 -0.02 -0.09 0.05
H -1.4534 -3.2377 -1.9530 0.01 0.01 0.02
H -0.9358 -2.1640 -0.6603 -0.01 -0.02 -0.01
H -1.8079 -3.6543 -0.2662 0.02 0.02 0.00
H 0.0798 -5.0172 -0.9951 -0.02 -0.05 -0.03
H 1.2732 -2.4170 -2.0388 -0.02 -0.08 0.00
H 0.7966 -3.8675 -2.9163 0.00 0.00 0.01
H 2.2100 -3.9089 -1.8564 -0.02 0.01 -0.02
H -0.5727 -5.4081 1.1506 -0.01 0.02 0.01
H 0.0723 -5.4361 3.5295 0.03 -0.03 -0.01
H 1.8690 -3.9380 4.3289 -0.01 0.01 0.00
H 3.5261 -1.3976 2.1411 0.01 -0.06 -0.01
H 4.3181 -3.5172 4.1885 0.01 0.00 -0.02
H 5.3125 -2.1655 3.6280 -0.02 -0.01 0.02
H 4.8812 -3.4676 2.5145 -0.01 0.01 0.01
H 2.4860 -1.8497 4.9743 0.00 0.00 -0.01
H 1.8545 -0.6709 3.8151 0.01 -0.01 0.00
H 3.5113 -0.5247 4.4227 0.00 -0.01 0.00
H 5.0632 -0.8335 -1.3126 -0.01 -0.03 0.00
H 4.2563 -3.1460 -0.1540 0.00 0.01 -0.01
H 2.9584 3.3852 -3.7025 -0.02 0.00 0.02
H 3.6365 4.9791 -1.9518 0.03 -0.01 -0.01
H 4.1184 4.1809 0.3283 0.00 -0.01 0.00
H 3.6523 0.6116 1.3686 0.03 0.02 -0.01
H 3.4655 3.4894 2.3702 0.01 -0.01 0.00
H 3.3679 2.0214 3.3472 0.02 0.01 -0.01
H 2.1114 2.3722 2.1509 -0.01 0.01 -0.01
H 5.8353 2.7360 1.5815 0.00 -0.01 0.00
H 6.0297 1.1542 0.8188 -0.01 0.01 0.01
H 5.6996 1.2595 2.5512 0.00 0.04 0.01
H 2.1961 -0.1850 -3.0389 -0.02 -0.01 0.07
H 2.0593 1.9780 -5.1766 -0.02 -0.03 0.00
H 0.7750 1.6988 -3.9817 -0.02 -0.02 0.03
H 1.2101 0.4282 -5.1058 0.06 0.01 -0.05
H 4.4040 1.1039 -4.7201 -0.02 0.00 0.00
H 3.6675 -0.4787 -5.0267 0.01 0.02 -0.01
H 4.6258 -0.2186 -3.5676 -0.01 0.02 -0.03
C -3.5796 0.0299 -1.3247 0.17 0.01 0.06
O -2.1810 0.0778 -1.0784 -0.44 -0.02 -0.14
C -1.3697 0.0040 -2.2245 0.74 0.14 0.82
O -0.1759 0.0231 -1.8054 -0.28 0.01 -1.01
H -4.0481 0.9410 -0.9453 -0.01 0.00 -0.01
H -4.0060 -0.8319 -0.8079 -0.02 -0.01 -0.01
H -3.7572 -0.0560 -2.3960 -0.03 0.00 -0.03
```
Positions in Å, forces in eV/Å.

Atom charges from the Mulliken analysis, given in e for atoms 1 to 8: Cu -1.18; N -0.10; C -0.96; C -0.26; N 0.50; C 0.75; C -0.34; N 0.27

---

[2]
Below is a structure of composition C34H45BHfN15S2 in a non-equilibrium geometry, with properties calculated with ωB97M-V with the def2-TZVPD basis set.

- Relative energy (zero: lowest compared OMol25 entry of this formula, charge and spin): 39.76 kcal per mole
- Net charge: +3
- Max |F|: 1.363 eV/Å

Structure (XYZ):
```
98
Properties=species:S:1:pos:R:3:forces:R:3
Hf -0.1910 -0.1137 0.0040 -0.27 -1.30 0.33
C -3.2354 -0.5845 1.2068 0.04 -0.04 -0.03
N -2.3476 0.5802 0.9734 0.03 0.16 0.11
C -3.0090 1.6345 0.1563 -0.02 -0.01 0.00
C -2.3096 1.8153 -1.1512 -0.03 0.08 0.08
N -1.3590 1.0059 -1.5850 0.40 0.09 0.23
C -1.0072 1.4727 -2.8649 -0.15 0.14 -0.10
C -0.1300 0.9638 -3.8143 -0.02 0.07 0.00
C -0.0470 1.6326 -5.0166 0.04 -0.04 0.03
C -0.8145 2.7756 -5.2780 -0.04 0.04 -0.03
C -1.6993 3.2856 -4.3502 0.00 0.00 0.01
C -1.7771 2.6037 -3.1442 0.12 -0.15 -0.06
N -2.5799 2.7934 -2.0202 -0.10 -0.13 -0.04
C -2.9826 -1.5742 0.1168 0.03 -0.04 0.15
N -1.8172 -1.6194 -0.5017 -0.02 0.25 0.04
C -1.9064 -2.6712 -1.4222 -0.10 -0.08 -0.08
C -0.9947 -3.1492 -2.3594 -0.01 -0.07 -0.02
C -1.4006 -4.2035 -3.1507 0.04 0.01 0.00
C -2.6751 -4.7773 -3.0218 -0.05 0.01 0.03
C -3.5872 -4.3161 -2.0947 0.02 -0.01 -0.01
C -3.1702 -3.2522 -1.3043 0.10 0.01 -0.01
N -3.8163 -2.5332 -0.2999 -0.07 0.14 -0.02
H -4.2847 -0.2871 1.2530 0.00 -0.02 0.00
H -2.9912 -1.0313 2.1723 0.01 0.00 -0.01
H -2.1081 0.9889 1.8742 -0.05 -0.01 -0.03
H -3.0394 2.5706 0.7154 0.02 0.01 -0.02
H -4.0460 1.3520 -0.0408 0.00 0.03 0.03
H 0.4648 0.0839 -3.6274 0.01 -0.01 -0.01
H 0.6264 1.2710 -5.7810 0.00 -0.02 0.00
H -0.7246 3.2586 -6.2411 0.01 0.01 0.00
H -2.3080 4.1533 -4.5632 0.00 0.01 0.00
H -3.2995 3.4936 -1.9162 0.00 0.00 -0.02
H 0.0038 -2.7450 -2.4533 0.01 0.04 0.02
H -0.7196 -4.6082 -3.8865 0.00 0.00 0.00
H -2.9469 -5.6016 -3.6660 -0.01 -0.01 0.00
H -4.5695 -4.7571 -1.9971 -0.01 0.00 0.00
H -4.7608 -2.6775 0.0263 0.02 -0.02 -0.02
C 1.0253 4.0801 1.0044 -0.03 -0.03 -0.04
C 0.0519 3.2257 0.5283 0.02 0.04 0.02
N 0.4665 1.9472 0.5940 0.20 -0.18 -0.30
N 1.7383 1.9879 1.0878 -0.12 0.10 0.23
C 2.0840 3.2497 1.3367 0.00 -0.10 -0.03
B 2.5160 0.6937 1.3770 0.10 0.07 -0.05
N 2.7562 -0.0578 0.0357 0.04 0.13 -0.05
C 3.9440 -0.3272 -0.5068 -0.05 -0.05 0.14
C 3.7634 -0.8775 -1.7649 -0.03 -0.04 -0.05
C 2.3970 -0.8877 -1.9451 -0.04 -0.08 0.02
N 1.7765 -0.3911 -0.8607 0.11 0.62 -0.10
N 1.6438 -0.1165 2.3849 0.00 0.08 0.04
C 1.9699 -0.4793 3.6300 0.01 -0.04 -0.09
C 0.8408 -0.9632 4.2694 -0.01 0.06 0.00
C -0.1675 -0.8480 3.3248 0.07 -0.10 -0.04
N 0.3171 -0.3334 2.1873 -0.10 0.11 -0.20
H 0.9889 5.1521 1.0715 -0.01 0.02 0.01
H -0.9115 3.4739 0.1190 -0.01 0.03 -0.01
H 3.0641 3.4743 1.7229 0.00 0.04 0.02
H 3.5726 0.9173 1.8716 0.02 0.04 0.03
H 4.8459 -0.1001 0.0373 0.03 -0.03 0.00
H 4.5214 -1.2183 -2.4467 0.00 0.02 -0.03
H 1.8259 -1.2397 -2.7873 0.05 -0.03 -0.02
H 2.9786 -0.3481 3.9852 0.01 -0.01 0.03
H 0.7636 -1.3106 5.2843 -0.02 -0.01 0.01
H -1.2042 -1.1303 3.4111 -0.02 0.01 0.01
C -0.0880 -4.3587 3.9701 -0.03 -0.04 0.02
N -0.0915 -4.0988 2.5317 0.01 0.09 0.06
C -1.4034 -4.0685 1.9248 -0.06 -0.01 -0.06
C 1.0219 -3.7647 1.8593 0.20 -0.17 0.09
S 1.0394 -2.8563 0.3991 -0.23 0.30 -0.06
N 2.1905 -4.2356 2.3235 -0.10 0.11 -0.09
C 3.4630 -3.6585 1.9004 0.05 -0.04 0.05
C 2.2986 -5.5694 2.9280 0.01 -0.01 -0.02
H -0.8994 -3.7881 4.4257 -0.02 0.00 -0.02
H 0.8508 -4.0327 4.4065 -0.01 0.01 0.00
H -0.2465 -5.4137 4.1940 0.00 0.01 0.02
H -1.9738 -4.9307 2.2712 0.01 -0.01 -0.01
H -1.3138 -4.1065 0.8432 -0.02 0.01 -0.04
H -1.9489 -3.1668 2.2228 -0.03 0.04 -0.01
H 3.3647 -2.5826 1.7900 0.02 0.00 -0.01
H 3.7994 -4.0853 0.9542 0.00 0.00 0.00
H 4.2002 -3.8773 2.6711 0.01 -0.01 0.00
H 1.3793 -6.1250 2.7671 0.03 -0.02 0.01
H 2.5198 -5.5259 3.9941 0.01 0.02 -0.01
H 3.1097 -6.0956 2.4264 -0.01 -0.01 0.00
S 2.3909 2.8018 -2.1793 -0.10 -0.15 0.09
C 3.4326 3.8264 -3.0476 0.01 0.04 -0.03
N 4.5367 3.3501 -3.6306 -0.03 0.03 0.02
C 5.4971 4.1608 -4.3771 0.05 0.00 -0.02
C 4.7883 5.3679 -4.9636 0.00 0.01 -0.01
C 4.0270 6.0864 -3.8644 -0.01 0.06 -0.01
N 3.1645 5.1298 -3.1735 0.05 -0.07 0.02
H 4.6998 2.3664 -3.5012 0.01 0.03 -0.01
H 5.9280 3.5411 -5.1618 -0.01 0.00 0.00
H 6.3099 4.4771 -3.7182 -0.01 0.00 0.00
H 4.0954 5.0508 -5.7451 0.00 -0.01 0.00
H 5.5154 6.0405 -5.4148 0.00 0.01 0.00
H 3.3983 6.8753 -4.2737 0.01 -0.01 -0.01
H 4.7187 6.5479 -3.1547 0.00 -0.02 0.00
H 2.3323 5.4433 -2.7039 0.03 0.02 -0.03
```
Positions in Å, forces in eV/Å.

Atom charges from the Mulliken analysis, given in e for atoms 1 to 8: Hf 0.33; C -1.52; N -0.31; C -0.87; C -0.26; N 0.68; C 0.08; C -0.28

---

[3]
Below is a cluster of 8 separate species, C34H45Cl8N3O2 in total in a non-equilibrium geometry, with properties calculated with ωB97M-V with the def2-TZVPD basis set.

- Relative energy (zero: lowest compared OMol25 entry of this formula, charge and spin): 0.00 kcal per mole
- SMILES string: O=C1c2ccccc2C(=O)c2ccccc21.CCCC#N.CCCC#N.CCCC#N.ClCCCl.ClCCCl.ClCCCl.ClCCCl
- Max |F|: 3.498 eV/Å

Structure (XYZ):
```
92
Properties=species:S:1:pos:R:3:forces:R:3
O -2.2921 3.9708 0.0761 1.17 1.38 -0.58
C -1.5340 4.9127 -0.2045 -1.84 -1.62 0.98
C -0.9239 5.7156 0.8936 0.46 0.26 -0.15
C -1.3778 5.5794 2.2194 -1.12 -0.99 -1.79
C -0.8872 6.3033 3.2424 1.55 0.93 0.02
C 0.1261 7.2550 2.9286 -1.01 0.07 0.44
C 0.5564 7.4710 1.6328 -0.83 -0.30 0.41
C 0.0543 6.6527 0.6001 1.58 1.01 -0.52
C 0.6380 6.8243 -0.8132 1.47 0.80 -0.28
O 1.6830 7.4484 -1.1202 -2.77 -1.48 1.54
C -0.1764 6.2003 -1.8849 -1.87 -1.07 -0.14
C 0.0437 6.5663 -3.2061 -0.76 -0.17 -0.45
C -0.8064 6.1339 -4.2250 -0.75 -0.54 0.34
C -1.9341 5.2781 -3.9887 1.90 2.13 0.91
C -2.1994 4.9544 -2.6529 1.56 -0.93 -0.41
C -1.3051 5.3284 -1.5984 0.67 1.22 -1.56
H -2.2354 4.9333 2.3347 0.10 -0.32 0.23
H -1.2838 6.1137 4.2289 0.18 0.40 0.17
H 0.4396 7.9626 3.6819 0.19 -0.13 0.22
H 1.1231 8.3751 1.4661 0.50 -0.35 -0.43
H 0.8126 7.2732 -3.4808 0.22 -0.08 0.29
H -0.5683 6.5453 -5.1947 -0.26 -0.31 -0.33
H -2.5939 5.0056 -4.7990 0.02 -0.18 0.07
H -2.9428 4.1743 -2.5797 -0.35 0.27 1.02
C -2.8071 -0.0929 11.0094 1.65 -0.56 -0.38
C -1.5367 0.3618 10.2467 -0.34 1.19 -0.57
C -0.3054 -0.5807 10.2858 -0.83 0.30 -0.29
C 0.3114 -0.6116 11.5988 1.06 -0.58 1.24
N 0.8762 -0.7204 12.6040 -0.76 0.30 -0.96
H -2.9919 -1.0888 10.6067 -0.60 -0.08 0.27
H -3.6779 0.5538 10.9010 0.25 0.00 -0.14
H -2.5275 -0.1878 12.0586 -0.33 -0.06 0.12
H -1.2561 1.3735 10.5397 0.38 -0.08 0.72
H -1.7780 0.6171 9.2148 -0.15 -0.76 -0.37
H 0.4548 -0.3154 9.5510 -0.01 0.46 0.08
H -0.5583 -1.5977 9.9861 -0.30 -0.13 0.26
C 7.2127 5.2620 3.6928 -0.87 0.06 0.32
C 6.6606 3.8517 3.4128 1.22 -0.96 0.63
C 7.3884 2.6108 4.1682 -1.16 0.77 -1.08
C 7.1462 2.5423 5.6291 1.22 0.66 -2.60
N 6.9837 2.5141 6.7511 -0.43 -0.11 1.79
H 6.6892 5.6305 4.5750 0.55 0.25 0.26
H 6.9280 5.9438 2.8915 -0.26 -0.13 -0.15
H 8.2918 5.4002 3.7589 0.01 -0.53 0.33
H 6.7777 3.7188 2.3372 -0.19 -0.63 0.06
H 5.6107 3.7696 3.6939 -0.03 0.29 -0.27
H 8.4087 2.5537 3.7891 0.34 0.27 0.96
H 6.9792 1.6711 3.7971 -0.40 0.07 -0.24
C -2.6228 -2.6152 -9.8097 -1.00 -0.28 1.09
C -3.2001 -4.0503 -9.7640 1.40 -0.06 -2.34
C -3.8643 -4.5352 -8.5205 0.66 -0.02 1.97
C -3.1125 -4.1141 -7.3093 -0.49 0.13 0.03
N -2.5724 -3.7400 -6.3666 0.05 -0.14 -0.16
H -3.5432 -2.0406 -9.7054 0.52 0.97 0.33
H -2.0145 -2.1980 -10.6123 -0.53 -0.88 -0.77
H -1.9208 -2.5133 -8.9821 -0.50 0.27 0.52
H -2.3665 -4.7127 -9.9974 -0.08 -0.35 0.04
H -3.9500 -4.2246 -10.5357 0.19 0.23 -0.40
H -3.8244 -5.6242 -8.4954 -0.26 -0.06 -0.17
H -4.9046 -4.2389 -8.3864 0.05 0.19 -0.13
Cl 4.0810 1.3369 -7.7676 0.02 -0.55 0.55
C 4.4588 0.1004 -6.4825 -0.02 0.75 0.22
C 5.1646 0.7790 -5.3005 -0.08 -0.98 -0.82
Cl 5.1610 -0.4740 -4.0367 0.18 -0.20 0.57
H 5.0760 -0.6635 -6.9553 -0.09 0.12 0.17
H 3.5597 -0.3405 -6.0521 -0.23 0.11 -0.69
H 4.5858 1.6182 -4.9148 0.46 0.09 -0.25
H 6.2119 0.9352 -5.5589 -0.25 0.66 0.25
Cl -0.8879 -5.2253 3.2174 0.16 -0.24 0.13
C -1.0285 -3.6942 2.3513 1.26 0.37 -0.93
C 0.3150 -2.9752 2.1182 0.04 0.68 0.07
Cl 1.1390 -2.4825 3.5925 0.24 0.08 0.95
H -1.7485 -3.0872 2.9001 0.19 0.09 -0.30
H -1.3267 -3.9200 1.3275 -0.65 -0.04 0.20
H 0.1772 -2.0247 1.6027 -0.63 -0.11 -0.13
H 1.1040 -3.4516 1.5362 -0.62 -0.80 0.00
Cl -8.7697 -4.7012 -0.2919 -0.43 -0.47 0.07
C -8.5746 -6.4915 -0.2652 0.93 -0.58 0.60
C -9.0104 -7.0914 1.1055 -0.37 1.05 -0.83
Cl -9.1158 -8.8785 1.1323 0.32 0.43 -0.19
H -7.4947 -6.5857 -0.3800 -0.10 -0.35 0.02
H -9.0291 -6.9792 -1.1276 -0.36 0.35 0.19
H -10.0137 -6.7256 1.3241 0.10 -0.07 0.10
H -8.3238 -6.7218 1.8671 -0.09 -0.35 0.04
Cl 3.6453 -8.0612 -2.0156 -0.40 -0.27 -0.03
C 2.7142 -7.7929 -3.5551 1.45 -1.01 -0.06
C 2.3893 -9.1993 -4.2504 -0.62 1.65 0.94
Cl 1.4371 -8.8641 -5.7015 -0.25 0.22 -0.66
H 3.4558 -7.1909 -4.0802 -0.32 -0.37 -0.68
H 1.9149 -7.0960 -3.3026 -0.48 -0.80 -0.22
H 1.7077 -9.7825 -3.6312 0.39 0.08 0.25
H 3.2247 -9.8191 -4.5763 0.24 0.52 0.45
```
Positions in Å, forces in eV/Å.

Atom charges from the Mulliken analysis, given in e for atoms 1 to 8: O -0.65; C 0.45; C 0.25; C -0.45; C -0.59; C -0.43; C -0.81; C 0.56